Entry from the Open Molecules 2025 dataset: one molecule with the formula C20H26N2O4 (ωB97M-V with the def2-TZVPD basis set).

Kohn-Sham gap ... 8.68 eV
SMILES ... CCOc1cc(C(=O)N[C@H](C)c2ccncc2)cc(OCC)c1OCC
Spin multiplicity ... 1
E_HOMO ... -8.2 eV
Energy above the lowest of the compared OMol25 structures with the same formula, charge and spin ... 2.554 eV

```
52
Properties=species:S:1:pos:R:3:forces:R:3
C 2.68950 3.86184 1.06465 0.040 -0.268 -0.320
C 2.83306 3.39786 -0.38212 -0.124 0.435 0.152
O 3.16718 2.03146 -0.48890 -0.027 -0.397 0.069
C 2.24054 1.07958 -0.19002 0.225 -0.260 -0.084
C 0.88201 1.31075 -0.03201 -0.067 0.055 -0.061
C 0.02803 0.24594 0.23024 0.490 -0.252 0.083
C 0.53564 -1.03745 0.36409 -0.169 -0.010 -0.024
C 1.89353 -1.29137 0.22116 0.146 0.168 -0.040
C 2.75989 -0.22635 -0.07911 0.108 0.140 -0.025
O 4.11595 -0.32548 -0.20125 -0.473 0.086 0.389
C 4.67457 -1.38427 -0.96117 0.275 -0.446 -0.452
C 4.16342 -1.40348 -2.39722 0.047 0.129 0.425
H 3.10301 -1.64581 -2.41830 -0.097 -0.052 -0.064
H 4.30723 -0.42799 -2.85637 0.016 0.069 -0.085
H 4.70518 -2.15071 -2.97059 0.035 -0.095 -0.077
H 4.49080 -2.35046 -0.48135 0.123 0.211 -0.060
H 5.74736 -1.17399 -0.94304 -0.121 -0.064 -0.006
O 2.45555 -2.52935 0.34665 0.151 0.534 -0.100
C 1.66418 -3.62562 0.76541 -0.234 -0.360 0.268
C 1.35317 -3.59557 2.25807 0.130 0.153 -0.363
H 2.27894 -3.54117 2.82570 0.065 -0.022 0.066
H 0.74127 -2.73424 2.51260 -0.072 0.032 0.076
H 0.81969 -4.50040 2.53595 -0.072 -0.089 0.054
H 2.28212 -4.49823 0.53288 -0.159 0.100 -0.016
H 0.74353 -3.68916 0.17349 0.121 0.000 -0.005
H -0.16718 -1.82051 0.59534 -0.021 -0.106 0.056
C -1.43928 0.41144 0.42841 0.161 0.128 -0.077
O -2.08482 -0.31252 1.16216 -0.070 -0.098 0.134
N -2.00652 1.40935 -0.29454 -0.050 0.338 -0.242
H -1.42935 1.96725 -0.89950 0.000 -0.121 0.006
C -3.42825 1.71836 -0.20414 0.043 0.054 0.369
C -4.22543 0.44806 -0.42464 -0.219 -0.167 -0.255
C -3.94001 -0.33201 -1.54271 -0.173 0.029 0.136
C -4.66404 -1.49079 -1.75822 0.262 0.174 -0.204
N -5.63220 -1.90447 -0.95841 -0.283 -0.471 -0.040
C -5.90524 -1.16433 0.10040 -0.075 0.179 0.209
C -5.24213 0.01289 0.41349 0.110 0.067 -0.216
H -5.51471 0.55788 1.30131 -0.016 0.060 0.124
H -6.69959 -1.53527 0.73534 -0.049 0.048 0.116
H -4.46285 -2.12147 -2.61488 0.080 0.013 -0.096
H -3.15637 -0.04329 -2.22802 0.077 -0.002 -0.057
C -3.72563 2.42399 1.11803 -0.009 -0.053 -0.246
H -3.08962 3.30203 1.21287 0.005 0.051 -0.004
H -3.51657 1.75109 1.94519 -0.020 -0.028 0.096
H -4.76337 2.74330 1.15781 -0.120 0.045 0.072
H -3.65426 2.40058 -1.03455 0.076 -0.126 0.124
H 0.49177 2.31449 -0.08723 0.015 0.123 0.013
H 3.67402 3.91381 -0.85372 -0.176 -0.040 0.004
H 1.92669 3.62818 -0.95866 0.114 -0.037 -0.001
H 2.49537 4.93082 1.09105 -0.033 0.115 0.028
H 1.87554 3.34045 1.56252 -0.069 0.017 0.081
H 3.60872 3.65439 1.60586 0.080 0.013 0.071
```
Positions in Å, forces in eV/Å.